[1]
108
Properties=species:S:1:pos:R:3:lowdin_spin:R:1 method="wB97M-V/def2-TZVPD" lumo_energy_ev="3.873 / 3.867" de_lowest_ev=0.000 homo_lumo_gap_ev="4.44 / 6.16" spin_multiplicity=2 total_energy_ev=-120681.4613 mol_weight_g_mol=1072.5 homo_energy_ha="-0.0209 / -0.0843" charge=-2
Ir 0.1456 0.0454 -0.1513 0.641
O 5.3751 -4.6414 -0.4478 0.000
C 5.4569 -3.4569 -0.8190 0.000
O 6.4208 -2.8262 -1.3026 0.000
C 4.1676 -2.6147 -0.6302 0.001
C 4.1839 -1.2473 -0.8662 0.000
C 3.0302 -0.5079 -0.7025 0.001
N 1.8623 -1.0653 -0.3564 0.000
C 1.8206 -2.3974 -0.1403 0.002
C 2.9575 -3.1820 -0.2488 0.000
C 0.4472 -3.0222 0.1266 0.006
O 0.4030 -4.2169 0.4177 0.009
O -0.5313 -2.2336 -0.0476 0.067
H 5.1103 -0.7838 -1.1770 0.000
H 3.0071 0.5601 -0.8710 0.000
H 2.8912 -4.2438 -0.0588 0.000
O -1.8127 1.0403 -0.3720 0.005
N -1.8305 2.3348 -0.6891 0.007
C -3.0158 2.9634 -0.5224 -0.001
C -3.2100 4.2627 -0.8947 0.004
C -2.1267 4.9538 -1.4578 0.002
C -0.9261 4.3191 -1.6005 0.008
C -0.7310 2.9719 -1.2034 0.017
S 0.7527 2.1815 -1.3058 0.096
H -3.7746 2.3319 -0.0869 0.000
H -4.1775 4.7178 -0.7446 0.000
H -2.2364 5.9843 -1.7723 0.000
H -0.0643 4.8226 -2.0151 0.004
C -1.0448 2.1083 -4.8125 0.002
Si -2.0431 0.5485 -4.4681 0.007
C -2.6054 -0.0759 -6.1549 0.003
C -3.6115 0.9982 -3.5214 0.000
Sb -0.6961 -0.8896 -2.8670 0.021
Si 1.2460 -1.4586 -4.4159 0.002
C 2.3632 0.0455 -4.3986 0.000
C 0.7599 -1.7631 -6.2114 0.002
C 2.1871 -2.9553 -3.8154 0.000
Si -2.1094 -3.0204 -2.7984 0.006
C -3.0316 -3.2904 -4.4278 0.003
C -3.4028 -2.7235 -1.4831 0.000
C -1.1320 -4.5707 -2.4515 0.001
H -1.7174 2.9407 -5.0426 0.000
H -0.3897 1.9536 -5.6749 0.000
H -0.4174 2.3914 -3.9651 0.002
H -3.1818 0.7344 -6.6161 0.001
H -3.2446 -0.9564 -6.0916 0.000
H -1.7700 -0.3147 -6.8131 0.000
H -4.0038 1.9665 -3.8474 0.000
H -3.4209 1.0413 -2.4474 0.000
H -4.3844 0.2424 -3.6900 0.000
H 1.8557 0.9141 -4.8256 0.000
H 3.2707 -0.1532 -4.9772 0.000
H 2.6557 0.3079 -3.3809 0.000
H 0.4055 -0.8432 -6.6809 0.000
H -0.0276 -2.5143 -6.3011 0.000
H 1.6332 -2.1133 -6.7717 0.000
H 2.3890 -2.9197 -2.7431 0.000
H 3.1510 -3.0120 -4.3301 0.000
H 1.6377 -3.8759 -4.0193 0.000
H -3.7651 -2.4980 -4.5943 0.000
H -3.5690 -4.2443 -4.3992 0.001
H -2.3541 -3.3070 -5.2848 0.000
H -4.0100 -1.8483 -1.7313 0.000
H -2.9088 -2.5441 -0.5275 0.000
H -4.0635 -3.5916 -1.3908 0.000
H -0.2812 -4.6759 -3.1263 0.000
H -1.7934 -5.4300 -2.6044 0.000
H -0.7571 -4.5943 -1.4261 0.000
C -1.6006 -1.8162 3.1519 0.002
Si 0.0685 -1.0812 3.6221 0.014
C -0.0695 -0.5481 5.4386 0.005
C 1.3317 -2.4736 3.7010 0.000
Si 0.5901 0.6373 2.0862 0.035
Si -0.7077 2.4369 2.8627 0.009
C -0.6007 2.9283 4.6896 0.003
C -0.2606 4.0413 1.9615 0.000
C -2.5424 2.0499 2.6015 0.000
Si 2.7817 1.2484 2.6360 0.008
C 2.9681 2.0617 4.3366 0.003
C 3.4590 2.5381 1.4263 0.000
C 3.9408 -0.2455 2.6650 0.000
H -1.8122 -2.7134 3.7427 0.000
H -1.5904 -2.0947 2.0959 0.001
H -2.4103 -1.0969 3.3072 0.000
H -0.2960 -1.4239 6.0566 0.001
H -0.8598 0.1866 5.5976 0.000
H 0.8670 -0.1152 5.7998 0.000
H 0.9296 -3.2847 4.3175 0.000
H 2.2644 -2.1313 4.1566 0.000
H 1.5737 -2.9057 2.7356 0.000
H 0.4161 3.1814 4.9920 0.000
H -0.9555 2.1398 5.3532 0.000
H -1.2319 3.8106 4.8471 0.001
H 0.6044 4.5069 2.4439 0.000
H -1.0912 4.7551 1.9897 0.000
H 0.0161 3.8632 0.9224 0.000
H -2.9242 1.4784 3.4528 0.000
H -2.6789 1.4331 1.7125 0.000
H -3.1400 2.9636 2.5105 0.000
H 2.4146 3.0002 4.3997 0.000
H 4.0268 2.2818 4.5135 0.000
H 2.6174 1.4091 5.1394 0.000
H 3.0832 3.5325 1.6854 0.000
H 3.1389 2.3425 0.4028 0.000
H 4.5530 2.5655 1.4520 0.000
H 4.1062 -0.5704 3.6964 0.000
H 4.9142 -0.0065 2.2283 0.000
H 3.5417 -1.1007 2.1200 0.000

[2]
14
Properties=species:S:1:pos:R:3:nbo_charge:R:1 method="wB97M-V/def2-TZVPD" lumo_energy_ev=0.543 de_lowest_ev=2.870 homo_lumo_gap_ev=8.46 total_energy_ev=-14199.7724 mol_weight_g_mol=100.2 smiles="C=[Si](C)O.C#C" homo_energy_ha=-0.2908 charge=0
C 1.5309 1.7365 -0.3781 -1.302
Si 0.9540 0.1461 0.0479 1.792
C 1.3962 -0.6995 1.6461 -1.133
O 0.0127 -1.0259 -0.6452 -1.077
H 1.0530 2.3452 -1.1760 0.230
H 2.3561 2.1756 0.1175 0.238
H 0.5282 -1.2241 1.9480 0.251
H 2.2396 -1.3670 1.5695 0.251
H 1.8178 -0.0049 2.2397 0.240
H -0.6347 -0.7503 -1.3335 0.510
C -2.6325 1.5493 -0.6513 -0.260
C -3.4267 1.1966 0.1452 -0.220
H -1.9556 2.0752 -1.3762 0.254
H -4.1765 0.8888 0.7794 0.226

[3]
34
Properties=species:S:1:pos:R:3:nbo_charge:R:1 method="wB97M-V/def2-TZVPD" lumo_energy_ev=0.049 de_lowest_ev=0.000 homo_lumo_gap_ev=9.29 total_energy_ev=-435885.5475 mol_weight_g_mol=651.7 homo_energy_ha=-0.3395 charge=0
C 0.3473 -4.8315 -2.1513 -0.719
C -0.6911 -3.7898 -2.3739 0.669
O -1.6550 -3.9634 -3.0788 -0.623
N -0.5426 -2.5616 -1.8139 -0.623
C 0.4870 -2.0228 -0.9752 -0.423
H 1.2065 -4.6776 -2.7801 0.235
H -0.0830 -5.8078 -2.4647 0.249
H 0.7117 -4.7854 -1.1289 0.218
H -1.2620 -1.8764 -2.0852 0.407
H 0.2901 -0.9530 -0.8532 0.235
H 1.4795 -2.1620 -1.3676 0.192
H 0.3967 -2.5295 0.0140 0.178
C 1.1231 0.0747 2.2045 -0.733
C 0.6312 1.2269 1.4197 0.694
O 0.0762 1.1247 0.3246 -0.698
N 0.8838 2.4651 1.9095 -0.604
C 1.3145 2.8045 3.2554 -0.426
H 0.7049 -0.8690 1.8271 0.246
H 0.8429 0.1508 3.2558 0.236
H 2.1984 -0.0499 2.2690 0.248
H 0.4786 3.2492 1.3725 0.421
H 2.2259 2.3359 3.5935 0.208
H 0.5218 2.6919 3.9890 0.201
H 1.5987 3.8694 3.2560 0.218
C -2.9109 1.8328 0.9018 -0.503
Br -2.4855 3.7347 0.8779 0.055
Br -4.2548 1.4592 -0.4115 0.107
Br -3.5627 1.3701 2.6383 0.076
H -1.9662 1.2917 0.7610 0.261
C 0.4274 2.1076 -2.3483 -0.496
Br 1.3905 1.7840 -3.9369 0.090
Br -1.3855 1.8848 -2.7848 0.111
Br 0.6497 3.9298 -1.7368 0.049
H 0.8131 1.4917 -1.5787 0.245

[4]
61
Properties=species:S:1:pos:R:3:nbo_charge:R:1 method="wB97M-V/def2-TZVPD" lumo_energy_ev=2.878 homo_lumo_gap_ev=8.08 total_energy_ev=-137657.8782 mol_weight_g_mol=761.6 homo_energy_ha=-0.1911 charge=-2
Na -0.4001 1.3308 -2.1120 0.938
N 3.7534 -2.9513 -5.5898 -1.170
S 2.4815 -3.9075 -5.4549 2.479
O 1.2637 -3.1899 -5.2571 -0.953
O 2.7075 -5.1395 -4.7902 -0.922
F 2.3536 -4.3692 -6.9908 -0.521
S 3.7735 -2.1913 -4.1665 2.492
O 3.7397 -3.0107 -3.0176 -0.925
O 3.0569 -0.9709 -4.1196 -0.968
F 5.2835 -1.7217 -4.2676 -0.511
N -0.0233 -0.7969 -0.7559 -1.201
S 1.4485 -1.6296 -0.6170 2.482
O 1.4672 -2.7863 0.1791 -0.886
O 2.5839 -0.7931 -0.8255 -0.938
F 1.2548 -2.2020 -2.0667 -0.495
S -0.1093 -0.2685 0.7330 2.480
O 0.8238 0.7264 1.1500 -0.948
O -0.6132 -1.1830 1.6857 -0.915
F -1.3891 0.6945 0.5574 -0.527
N -2.7282 2.6605 4.4847 -1.142
S -2.3376 3.8487 3.4102 2.475
O -2.4161 3.4663 2.0275 -1.003
O -1.3323 4.7620 3.7994 -0.891
F -3.6883 4.6492 3.6444 -0.508
S -1.3230 1.9013 4.6801 2.465
O -0.2829 2.6097 5.3353 -0.914
O -0.9979 1.0050 3.6253 -0.930
F -1.8588 0.9616 5.8536 -0.517
O -0.4836 -0.6876 -3.6218 -0.977
H -0.3908 -1.1696 -2.7909 0.485
H 0.3372 -0.8912 -4.0922 0.501
O 2.0065 1.8115 -1.8051 -0.987
H 2.5957 1.0586 -1.9376 0.510
H 2.2500 2.1795 -0.9504 0.486
O -4.1478 0.6635 2.8796 -0.961
H -4.0439 0.8036 1.9352 0.468
H -3.5030 1.2536 3.2997 0.477
O -2.3150 -2.1954 3.7662 -0.962
H -1.7078 -1.8682 3.0893 0.493
H -2.1249 -1.6419 4.5285 0.464
O 4.8293 -1.9559 0.3484 -0.950
H 5.0138 -1.3022 1.0271 0.454
H 4.2631 -1.4949 -0.2842 0.487
O -2.9693 1.5796 -1.8092 -0.976
H -3.5035 1.6889 -1.0049 0.510
H -2.9730 2.4541 -2.2067 0.453
O 1.2341 3.1862 2.3841 -0.964
H 0.8462 2.3641 2.0439 0.499
H 2.1513 2.9559 2.5496 0.457
O -0.4357 3.1704 -0.6038 -0.974
H 0.2137 3.8763 -0.6692 0.480
H -1.1116 3.5139 -0.0075 0.505
O 2.8217 -4.5674 1.9394 -0.957
H 2.0559 -4.7941 2.4733 0.456
H 2.4826 -3.9093 1.3174 0.494
O -4.4102 2.4040 0.4487 -0.976
H -4.9080 3.1960 0.2343 0.472
H -3.6318 2.7241 0.9362 0.510
O -2.6762 -1.8355 -1.5827 -0.941
H -1.9127 -1.3468 -1.2572 0.473
H -2.3437 -2.7281 -1.7117 0.464

[5]
73
Properties=species:S:1:pos:R:3:lowdin_spin:R:1 method="wB97M-V/def2-TZVPD" lumo_energy_ev="-10.828 / -9.976" de_lowest_ev=0.181 homo_lumo_gap_ev="5.76 / 6.77" spin_multiplicity=2 total_energy_ev=-111094.9910 mol_weight_g_mol=562.9 homo_energy_ha="-0.6098 / -0.6152" charge=+3
Cr 0.9794 -0.3855 -0.2089 1.106
C 3.0370 -1.4241 2.4677 0.002
C 1.6415 -1.8729 2.9048 -0.002
S 0.3080 -1.8543 1.6487 -0.020
C 0.4012 -3.5200 0.8831 -0.002
C 1.4104 -3.7066 -0.2344 -0.001
S 1.1349 -2.4520 -1.5331 -0.009
C 2.7637 -2.3332 -2.3434 0.000
C 2.8708 -0.9793 -3.0159 -0.002
S 2.6966 0.4434 -1.8775 -0.036
C 4.3699 0.4818 -1.0829 -0.002
C 4.4137 0.1069 0.3932 0.003
S 3.0801 -1.0919 0.6754 -0.007
H 3.7692 -2.2099 2.6475 -0.001
H 3.3621 -0.5290 2.9951 0.000
H 1.2683 -1.2223 3.6943 0.000
H 1.6543 -2.8896 3.2939 0.000
H -0.6055 -3.6987 0.5063 0.000
H 0.5934 -4.2251 1.6918 0.000
H 1.2623 -4.6911 -0.6795 0.000
H 2.4388 -3.6357 0.1153 0.000
H 2.8351 -3.1294 -3.0849 0.000
H 3.5434 -2.4818 -1.5981 0.000
H 2.0863 -0.8398 -3.7613 0.000
H 3.8317 -0.8709 -3.5191 -0.001
H 4.7314 1.4996 -1.2214 -0.001
H 4.9951 -0.1770 -1.6822 0.000
H 4.2781 0.9579 1.0545 0.000
H 5.3558 -0.3824 0.6399 -0.001
C -0.5977 1.5959 1.5371 0.000
N 0.6268 1.5852 0.7072 -0.006
C 1.7474 1.9109 1.6183 0.005
C 0.5828 2.7042 -0.2793 -0.001
C -0.3975 2.5581 -1.4341 -0.001
N 0.1875 1.8174 -2.5404 -0.028
C 1.1778 2.5687 -3.2942 -0.003
C -0.7452 1.1322 -3.4295 -0.002
H -0.7056 2.5628 2.0370 0.000
H -0.5431 0.8179 2.2981 0.000
H -1.4821 1.4220 0.9405 0.000
H 1.5733 2.8700 2.1135 0.001
H 2.6711 1.9970 1.0503 0.000
H 1.8424 1.1511 2.3945 0.000
H 1.5852 2.8079 -0.6954 0.000
H 0.3545 3.6279 0.2621 0.000
H -0.6901 3.5716 -1.7448 -0.001
H -1.3029 2.0499 -1.1069 0.000
H 0.7265 3.4289 -3.8066 -0.002
H 1.6228 1.9278 -4.0558 0.000
H 1.9742 2.9462 -2.6535 0.000
H -0.9176 1.7003 -4.3488 -0.001
H -1.7063 0.9871 -2.9477 0.000
H -0.3511 0.1523 -3.7156 -0.001
C -5.8567 1.2862 3.5457 0.000
C -5.0446 0.7723 2.4013 0.000
C -4.3057 -0.4109 2.5102 0.000
C -3.5153 -0.8667 1.4720 0.000
C -3.4593 -0.1337 0.2925 0.001
C -4.2144 1.0285 0.1444 0.000
C -5.0016 1.4701 1.1912 0.000
S -2.4581 -0.5722 -1.1132 0.000
C -2.8241 -2.3269 -1.2627 0.002
O -0.9664 -0.4977 -0.7061 0.016
H -5.7973 0.6346 4.4140 0.000
H -6.9056 1.3815 3.2596 0.000
H -5.5186 2.2839 3.8301 0.000
H -4.3721 -0.9945 3.4200 0.000
H -2.9613 -1.7872 1.5910 0.000
H -4.1973 1.5739 -0.7927 0.000
H -5.6044 2.3611 1.0678 0.000
H -2.8164 -2.8163 -0.2930 0.000
H -2.0997 -2.7659 -1.9475 0.000
H -3.8212 -2.4002 -1.6990 0.000

[6]
9
Properties=species:S:1:pos:R:3:nbo_charge:R:1 method="wB97M-V/def2-TZVPD" lumo_energy_ev=-1.528 de_lowest_ev=4.477 homo_lumo_gap_ev=8.67 total_energy_ev=-28904.1057 mol_weight_g_mol=134.2 homo_energy_ha=-0.3749 charge=0
C 0.1066 -1.3841 -0.2109 -0.393
C 0.6572 -0.4467 0.5090 -0.397
C -1.1214 0.7347 -1.3813 -0.457
O 1.0169 2.3196 0.1672 -0.858
O -1.0575 1.3890 1.1085 -0.909
S -1.0565 -0.8578 -1.4933 0.523
S -0.0072 1.2693 0.1255 1.985
H 0.1599 -2.4570 -0.1794 0.246
H 1.3019 -0.5669 1.3549 0.259